The following is a DFT calculation (ωB97M-V/def2-TZVPD) of a structure of composition C57H52CoN3O2S3Se.

Results
- 2S+1 = 5
- HOMO energy (spin up / spin down) (eV) = -5.64 / -6.87
- lowest unoccupied orbital energy (spin up / spin down) (eV) = -0.06 / -0.07
- calculated total energy (a.u.) = -7496.76873
- <S²> = 6.014

CARTESIAN COORDINATES (ANGSTROEM)
Co (0.439, 1.522, 1.158)
C (1.002, 2.069, -1.896)
C (1.449, 3.228, -1.055)
C (1.904, 4.419, -1.651)
C (2.340, 5.449, -0.871)
C (2.326, 5.317, 0.533)
C (2.787, 6.327, 1.403)
C (2.749, 6.126, 2.755)
C (2.229, 4.938, 3.294)
C (1.737, 3.935, 2.480)
S (0.990, 2.505, 3.150)
C (1.822, 4.106, 1.066)
N (1.402, 3.086, 0.258)
H (1.507, 2.068, -2.860)
H (-0.074, 2.124, -2.069)
H (1.202, 1.133, -1.369)
H (1.928, 4.494, -2.731)
H (2.693, 6.372, -1.317)
H (3.169, 7.250, 0.984)
H (3.102, 6.902, 3.424)
H (2.189, 4.790, 4.365)
C (-6.866, 5.464, -0.431)
C (-5.824, 4.390, -0.276)
C (-6.102, 3.077, -0.652)
C (-5.142, 2.086, -0.530)
C (-3.895, 2.410, -0.015)
C (-3.590, 3.706, 0.361)
C (-4.559, 4.687, 0.229)
S (-2.718, 1.071, 0.160)
O (-1.354, 1.710, 0.072)
C (-2.990, 0.730, 1.906)
C (-2.335, 1.548, 2.844)
C (-2.420, 1.255, 4.171)
C (-3.138, 0.121, 4.611)
C (-3.130, -0.279, 5.969)
C (-3.828, -1.379, 6.378)
C (-4.591, -2.120, 5.451)
C (-4.614, -1.765, 4.132)
C (-3.871, -0.649, 3.671)
C (-3.792, -0.324, 2.288)
C (-4.628, -1.063, 1.291)
C (-6.024, -0.735, 1.227)
C (-6.597, 0.280, 2.036)
C (-7.901, 0.653, 1.871)
C (-8.709, 0.023, 0.905)
C (-8.191, -0.966, 0.119)
C (-6.838, -1.360, 0.247)
C (-6.268, -2.328, -0.615)
C (-4.940, -2.614, -0.556)
C (-4.118, -1.971, 0.389)
S (-2.340, -2.302, 0.295)
O (-2.041, -2.489, -1.147)
C (-2.411, -3.953, 1.011)
C (-2.023, -5.027, 0.232)
C (-1.952, -6.289, 0.805)
C (-2.234, -6.477, 2.154)
C (-2.079, -7.834, 2.789)
C (-2.625, -5.377, 2.918)
C (-2.716, -4.116, 2.355)
H (-7.411, 5.340, -1.367)
H (-6.413, 6.454, -0.426)
H (-7.594, 5.422, 0.382)
H (-7.081, 2.830, -1.047)
H (-5.354, 1.071, -0.846)
H (-2.598, 3.948, 0.723)
H (-4.330, 5.704, 0.525)
H (-1.775, 2.409, 2.509)
H (-1.912, 1.877, 4.898)
H (-2.545, 0.301, 6.672)
H (-3.790, -1.690, 7.414)
H (-5.154, -2.980, 5.790)
H (-5.204, -2.334, 3.423)
H (-5.979, 0.773, 2.774)
H (-8.316, 1.441, 2.487)
H (-9.740, 0.330, 0.785)
H (-8.805, -1.449, -0.633)
H (-6.904, -2.830, -1.335)
H (-4.484, -3.327, -1.233)
H (-1.774, -4.852, -0.808)
H (-1.659, -7.138, 0.198)
H (-2.387, -8.627, 2.108)
H (-2.667, -7.908, 3.703)
H (-1.032, -8.005, 3.051)
H (-2.851, -5.516, 3.969)
H (-3.023, -3.267, 2.955)
C (2.606, -2.678, -1.865)
N (2.947, -1.506, -2.638)
C (3.614, -0.417, -2.160)
Se (4.185, -0.094, -0.476)
N (3.738, 0.441, -3.214)
C (3.148, -0.081, -4.354)
C (3.000, 0.402, -5.641)
C (2.322, -0.403, -6.549)
C (1.813, -1.645, -6.176)
C (1.967, -2.130, -4.882)
C (2.642, -1.327, -3.981)
H (3.029, -2.559, -0.872)
H (3.022, -3.569, -2.337)
H (1.523, -2.778, -1.783)
H (4.206, 1.323, -3.116)
H (3.393, 1.368, -5.931)
H (2.184, -0.058, -7.565)
H (1.286, -2.244, -6.906)
H (1.569, -3.093, -4.591)
C (2.774, -0.684, 3.113)
C (1.469, -1.197, 2.487)
C (0.365, -1.162, 3.574)
C (1.686, -2.658, 2.073)
C (0.994, -0.368, 1.309)
H (3.062, -1.336, 3.945)
H (2.655, 0.329, 3.490)
H (3.581, -0.686, 2.380)
H (0.749, -1.562, 4.520)
H (-0.493, -1.767, 3.266)
H (0.024, -0.141, 3.752)
H (1.940, -3.271, 2.945)
H (2.509, -2.723, 1.359)
H (0.785, -3.074, 1.614)
H (0.515, -1.012, 0.552)

=====

The following is a DFT calculation (ωB97M-V/def2-TZVPD) of a cluster of 3 separate species, C57H54BrF6N2O8P in total at a distorted geometry.

Results
- HOMO energy (eV) = -8.06
- lowest unoccupied orbital energy (eV) = -0.94
- calculated total energy (a.u.) = -6430.11870

CARTESIAN COORDINATES (ANGSTROEM)
C (8.103, 0.600, 0.018)
C (6.561, 0.957, -0.362)
C (5.899, 2.130, 0.517)
C (5.927, 0.262, -1.428)
C (4.359, -0.141, -1.473)
C (3.549, 1.169, -1.924)
C (1.931, 1.009, -1.812)
C (1.335, 2.426, -2.382)
C (1.411, 0.824, -0.304)
C (0.126, -0.119, -0.140)
C (-1.138, 0.294, -1.032)
O (-2.157, 1.055, -0.332)
C (-2.375, 2.347, -0.923)
Br (-3.176, 2.211, -2.774)
C (-3.156, 3.382, 0.029)
N (-3.731, 4.438, -0.876)
C (-2.688, 5.389, -1.359)
C (-3.139, 6.083, -2.767)
C (-4.732, 6.040, -2.967)
F (-2.394, 5.576, -3.897)
C (-2.201, 4.041, 1.167)
C (-2.618, 5.355, 1.931)
C (-1.620, 5.897, 2.998)
C (-0.334, 5.064, 3.233)
N (0.055, 3.852, 2.593)
C (-0.857, 3.402, 1.592)
C (-4.372, 2.696, 0.849)
F (-3.785, 1.883, 1.889)
F (-5.166, 3.679, 1.567)
C (-5.397, 1.889, -0.060)
C (-6.245, 2.462, -1.219)
C (-7.242, 1.512, -1.975)
C (-7.421, 0.003, -1.598)
C (-6.565, -0.574, -0.439)
C (-6.678, -2.101, 0.067)
F (-7.881, -2.148, 0.864)
F (-6.890, -3.019, -0.993)
F (-5.631, -2.474, 0.942)
C (-5.577, 0.368, 0.301)
P (-1.981, -1.356, -1.542)
O (-0.984, -2.318, -2.237)
O (-3.250, -1.116, -2.670)
O (-2.708, -2.133, -0.180)
H (8.819, 1.319, -0.534)
H (8.300, -0.490, -0.247)
H (8.196, 0.811, 1.150)
H (4.759, 2.121, 0.526)
H (6.275, 1.958, 1.600)
H (6.346, 3.154, 0.215)
H (6.596, 0.006, -2.336)
H (4.094, -0.541, -0.438)
H (4.223, -1.023, -2.205)
H (3.754, 1.300, -3.057)
H (3.897, 2.125, -1.405)
H (1.638, 0.174, -2.533)
H (0.904, 3.088, -1.556)
H (0.488, 2.200, -3.117)
H (2.189, 3.036, -2.866)
H (2.269, 0.303, 0.277)
H (1.315, 1.864, 0.155)
H (0.462, -1.183, -0.450)
H (-0.115, -0.211, 0.989)
H (-0.779, 0.759, -2.011)
H (-1.328, 2.807, -1.108)
H (-4.423, 5.016, -0.380)
H (-1.667, 4.925, -1.565)
H (-2.493, 6.270, -0.631)
H (-2.860, 7.201, -2.676)
H (-5.319, 6.159, -1.994)
H (-4.973, 5.086, -3.548)
H (-4.998, 6.952, -3.626)
H (-3.609, 5.901, 1.714)
H (-1.794, 6.858, 3.598)
H (0.383, 5.466, 4.043)
H (-0.574, 2.423, 1.051)
H (-6.140, 3.565, -1.473)
H (-7.895, 1.880, -2.847)
H (-8.158, -0.699, -2.106)
H (-4.978, -0.111, 1.162)
H (-4.072, -0.848, -2.192)
H (-3.689, -2.014, -0.290)
O (9.762, -6.831, -4.547)
C (9.486, -5.650, -4.428)
C (8.459, -5.213, -3.456)
C (7.817, -6.160, -2.657)
C (6.879, -5.753, -1.714)
C (6.580, -4.401, -1.565)
C (7.204, -3.456, -2.372)
C (8.140, -3.861, -3.323)
C (8.786, -2.849, -4.189)
O (8.468, -1.674, -4.111)
C (9.828, -3.283, -5.147)
C (10.470, -2.334, -5.944)
C (11.473, -2.728, -6.823)
C (11.839, -4.070, -6.908)
C (11.191, -5.020, -6.126)
C (10.180, -4.629, -5.246)
H (8.050, -7.215, -2.764)
H (6.385, -6.491, -1.090)
H (5.857, -4.083, -0.820)
H (6.963, -2.404, -2.254)
H (10.192, -1.287, -5.878)
H (11.973, -1.988, -7.439)
H (12.628, -4.375, -7.587)
H (11.479, -6.064, -6.200)
O (-5.235, -4.932, 5.994)
C (-5.520, -3.757, 6.151)
C (-6.552, -3.359, 7.136)
C (-7.187, -4.337, 7.903)
C (-8.128, -3.968, 8.858)
C (-8.438, -2.623, 9.051)
C (-7.820, -1.648, 8.276)
C (-6.879, -2.014, 7.312)
C (-6.240, -0.970, 6.480)
O (-6.566, 0.199, 6.597)
C (-5.195, -1.366, 5.510)
C (-4.559, -0.387, 4.745)
C (-3.552, -0.745, 3.856)
C (-3.176, -2.080, 3.727)
C (-3.818, -3.060, 4.477)
C (-4.833, -2.706, 5.367)
H (-6.946, -5.385, 7.761)
H (-8.618, -4.729, 9.456)
H (-9.163, -2.336, 9.805)
H (-8.069, -0.603, 8.428)
H (-4.843, 0.656, 4.845)
H (-3.056, 0.019, 3.264)
H (-2.384, -2.358, 3.038)
H (-3.523, -4.099, 4.369)

=====

The following is a DFT calculation (ωB97M-V/def2-TZVPD) of a structure of composition C57H56AsClCoNO6P2S2 at a distorted geometry.

Results
- 2S+1 = 2
- HOMO energy (spin up / spin down) (eV) = -9.87 / -9.86
- lowest unoccupied orbital energy (spin up / spin down) (eV) = -3.74 / -2.23
- total charge = +1
- calculated total energy (a.u.) = -8269.25326
- <S²> = 0.807
- relative energy (zero: lowest compared OMol25 entry of this formula, charge and spin) (kcal per mole) = 27.3

CARTESIAN COORDINATES (ANGSTROEM)
Co (-0.726, -1.461, -0.576)
O (1.724, -2.277, 1.028)
S (0.819, -1.123, 1.234)
C (0.555, -1.094, 3.025)
C (1.307, -2.068, 3.637)
C (1.343, -2.268, 5.021)
C (0.628, -1.416, 5.804)
C (0.522, -1.318, 7.301)
C (-0.350, -0.071, 7.556)
C (-0.801, 0.364, 6.189)
C (-1.656, 1.345, 5.800)
C (-1.864, 1.537, 4.430)
C (-1.234, 0.822, 3.431)
P (-1.686, 1.267, 1.704)
C (-3.418, 1.909, 1.932)
C (-4.501, 1.047, 1.764)
C (-5.796, 1.464, 2.039)
C (-6.042, 2.756, 2.472)
C (-4.980, 3.637, 2.610)
C (-3.685, 3.219, 2.346)
C (-0.788, 2.880, 1.628)
C (-1.199, 3.837, 0.703)
C (-0.575, 5.069, 0.607)
C (0.498, 5.363, 1.438)
C (0.909, 4.427, 2.373)
C (0.276, 3.195, 2.467)
C (-0.303, -0.216, 3.797)
C (-0.165, -0.415, 5.200)
C (1.901, 0.328, 1.054)
C (2.490, 0.846, 2.184)
C (3.254, 2.028, 2.181)
C (3.351, 2.726, 1.013)
C (4.039, 4.022, 0.680)
C (3.724, 4.266, -0.817)
C (3.017, 3.016, -1.269)
C (2.612, 2.592, -2.502)
C (2.062, 1.299, -2.619)
C (1.823, 0.473, -1.541)
P (1.464, -1.315, -1.727)
C (1.116, -1.765, -3.471)
C (1.499, -3.047, -3.870)
C (1.133, -3.545, -5.106)
C (0.368, -2.775, -5.970)
C (-0.025, -1.505, -5.584)
C (0.339, -1.010, -4.340)
C (3.263, -1.792, -1.742)
C (3.921, -2.510, -0.753)
C (5.268, -2.829, -0.895)
C (5.971, -2.430, -2.017)
C (5.325, -1.691, -3.000)
C (3.987, -1.373, -2.863)
C (2.112, 0.947, -0.219)
C (2.780, 2.185, -0.157)
H (1.914, -2.694, 2.998)
H (1.947, -3.065, 5.433)
H (1.509, -1.224, 7.754)
H (0.055, -2.214, 7.714)
H (0.232, 0.728, 8.020)
H (-1.192, -0.284, 8.215)
H (-2.183, 1.966, 6.513)
H (-2.559, 2.314, 4.150)
H (-4.340, 0.048, 1.403)
H (-6.617, 0.769, 1.918)
H (-7.047, 3.079, 2.705)
H (-5.152, 4.653, 2.939)
H (-2.883, 3.932, 2.475)
H (-2.052, 3.612, 0.084)
H (-0.943, 5.810, -0.093)
H (0.992, 6.324, 1.369)
H (1.717, 4.662, 3.054)
H (0.601, 2.488, 3.216)
H (2.367, 0.328, 3.124)
H (3.717, 2.360, 3.100)
H (5.114, 3.928, 0.845)
H (3.683, 4.838, 1.310)
H (4.624, 4.457, -1.401)
H (3.067, 5.129, -0.944)
H (2.770, 3.196, -3.387)
H (1.851, 0.937, -3.617)
H (2.096, -3.661, -3.207)
H (1.443, -4.540, -5.400)
H (0.078, -3.164, -6.936)
H (-0.625, -0.902, -6.255)
H (0.010, -0.032, -4.032)
H (3.395, -2.815, 0.136)
H (5.765, -3.395, -0.119)
H (7.017, -2.683, -2.129)
H (5.866, -1.359, -3.876)
H (3.501, -0.798, -3.639)
O (-3.017, -4.040, 1.500)
Cl (-2.246, -2.864, 1.369)
O (-2.278, -2.082, 2.549)
O (-0.860, -3.218, 1.059)
O (-2.711, -2.073, 0.246)
C (-0.663, -6.449, -2.592)
As (-0.569, -5.189, -1.112)
C (1.300, -5.149, -0.618)
C (-1.420, -6.248, 0.272)
S (-1.316, -3.416, -2.031)
H (-0.229, -7.404, -2.296)
H (-0.133, -6.051, -3.454)
H (-1.709, -6.598, -2.856)
H (1.595, -6.136, -0.263)
H (1.428, -4.406, 0.167)
H (1.900, -4.879, -1.484)
H (-1.158, -5.860, 1.250)
H (-2.500, -6.236, 0.157)
H (-1.043, -7.264, 0.154)
O (-1.121, 0.326, -1.650)
C (-1.584, 0.856, -2.677)
C (-2.696, 0.249, -3.488)
C (-3.988, 1.098, -3.541)
C (-3.810, 2.608, -3.377)
C (-2.855, 3.272, -4.368)
C (-1.447, 2.644, -4.379)
N (-1.079, 2.010, -3.123)
H (-2.909, -0.733, -3.066)
H (-2.324, 0.096, -4.504)
H (-4.655, 0.763, -2.746)
H (-4.482, 0.900, -4.493)
H (-3.476, 2.823, -2.362)
H (-4.790, 3.076, -3.483)
H (-2.779, 4.330, -4.109)
H (-3.269, 3.217, -5.377)
H (-0.701, 3.408, -4.593)
H (-1.386, 1.900, -5.177)
H (-0.361, 2.436, -2.553)